Molecular formula: CN2O3
Method: DFT, the ωB97M-V functional and the def2-TZVPD basis

Kohn-Sham gap = 12.45 eV
SMILES = N#[N+][O-].O=C=O
HOMO = -12.11 eV
DFT total energy = -373.298948 hartree
LUMO = 0.34 eV
maximum force = 6.94 eV Å⁻¹

XYZ file:
```
6
Properties=species:S:1:pos:R:3:nbo_charge:R:1
N 2.1428 2.9906 2.2735 -0.102
N 1.4604 2.3049 2.8019 0.438
O 0.7566 1.5694 3.3287 -0.336
O -1.8812 -1.3602 -3.4776 -0.507
C -1.4693 -2.3103 -2.8334 1.028
O -1.0091 -3.1944 -2.0930 -0.521
```